The following is a DFT calculation (ωB97M-V/def2-TZVPD) of 5 unconnected molecules or ions with the total composition C38H80O9S at a distorted geometry.

Kohn-Sham gap   0.3662 hartree
SMILES   C#CC[C@H]1CC[C@@](CCCCCCCCOC)(OC[C@@H](C)C(C)C)OS1(=O)=O.CCOCC.CCOCC.CCOCC.CCOCC

Each line ends with the Löwdin charge.
CARTESIAN COORDINATES (ANGSTROEM)
1 C -0.04 1.29 2.71  0.079
2 C -0.92 0.44 3.21  -0.085
3 C -2.14 -0.55 3.63  -0.147
4 C -3.37 -0.31 2.62  -0.333
5 C -4.50 -1.48 2.65  -0.156
6 C -5.98 -0.92 2.30  -0.108
7 C -6.02 0.26 1.20  -0.441
8 C -5.20 -0.10 -0.17  -0.082
9 C -4.39 1.16 -0.78  -0.168
10 C -3.57 0.59 -2.09  -0.189
11 C -2.04 0.30 -1.63  -0.209
12 C -1.04 1.38 -2.32  -0.203
13 C -0.11 2.04 -1.16  -0.208
14 C 1.27 2.66 -1.79  -0.160
15 C 2.01 3.65 -0.71  -0.232
16 O 2.61 2.87 0.36  -0.246
17 C 2.99 3.73 1.47  -0.125
18 O -7.42 0.39 0.78  -0.113
19 C -8.22 1.08 1.78  -0.152
20 C -8.83 2.50 1.26  -0.268
21 C -9.25 3.48 2.51  -0.100
22 C -7.93 3.22 0.13  -0.341
23 C -7.63 4.79 0.55  -0.111
24 C -8.66 3.30 -1.34  -0.099
25 O -5.45 1.54 1.67  -0.214
26 S -4.27 1.30 2.83  0.809
27 O -3.33 2.51 2.77  -0.335
28 O -4.83 1.31 4.26  -0.338
29 H 0.54 2.20 2.29  0.059
30 H -1.74 -1.62 3.40  0.136
31 H -2.46 -0.42 4.73  0.132
32 H -2.95 -0.32 1.53  0.125
33 H -4.42 -1.99 3.70  0.136
34 H -4.23 -2.24 1.82  0.120
35 H -6.58 -1.81 1.85  0.147
36 H -6.55 -0.63 3.27  0.132
37 H -4.45 -0.96 -0.04  0.112
38 H -5.97 -0.44 -0.97  0.141
39 H -3.57 1.58 -0.07  0.107
40 H -5.13 1.97 -1.13  0.111
41 H -3.65 1.34 -2.98  0.115
42 H -4.05 -0.41 -2.37  0.098
43 H -1.81 -0.80 -1.95  0.110
44 H -1.88 0.32 -0.48  0.087
45 H -0.42 0.93 -3.20  0.112
46 H -1.68 2.22 -2.81  0.105
47 H 0.11 1.21 -0.39  0.096
48 H -0.73 2.92 -0.71  0.124
49 H 0.94 3.31 -2.70  0.126
50 H 1.98 1.80 -2.12  0.106
51 H 1.17 4.37 -0.34  0.129
52 H 2.82 4.20 -1.32  0.112
53 H 2.45 4.75 1.49  0.098
54 H 2.72 3.17 2.44  0.076
55 H 4.14 3.92 1.48  0.103
56 H -9.16 0.40 1.97  0.141
57 H -7.71 1.16 2.83  0.134
58 H -9.84 2.23 0.75  0.135
59 H -9.94 2.84 3.19  0.089
60 H -8.33 3.88 3.08  0.084
61 H -9.86 4.40 2.16  0.082
62 H -6.90 2.75 -0.05  0.098
63 H -8.61 5.38 0.56  0.075
64 H -7.04 4.83 1.55  0.084
65 H -6.87 5.18 -0.25  0.087
66 H -9.44 4.14 -1.41  0.081
67 H -9.05 2.25 -1.59  0.079
68 H -7.81 3.55 -2.09  0.081
69 C 5.42 2.96 -2.67  -0.070
70 C 4.89 2.86 -4.08  -0.271
71 O 4.36 4.08 -4.58  -0.167
72 C 5.26 5.18 -4.67  -0.281
73 C 6.43 4.92 -5.60  -0.083
74 H 4.66 3.37 -2.00  0.055
75 H 5.73 1.98 -2.30  0.081
76 H 6.29 3.63 -2.61  0.069
77 H 4.07 2.13 -4.10  0.114
78 H 5.66 2.47 -4.77  0.107
79 H 5.60 5.47 -3.67  0.105
80 H 4.68 6.02 -5.06  0.117
81 H 7.08 4.13 -5.22  0.065
82 H 7.03 5.83 -5.71  0.075
83 H 6.08 4.61 -6.59  0.083
84 C 2.23 -1.31 -1.46  -0.075
85 C 2.10 -1.73 -2.92  -0.276
86 O 3.32 -1.67 -3.64  -0.165
87 C 4.38 -2.50 -3.16  -0.278
88 C 4.05 -3.98 -3.20  -0.077
89 H 2.69 -0.32 -1.39  0.070
90 H 1.25 -1.28 -0.98  0.072
91 H 2.86 -2.00 -0.90  0.069
92 H 1.41 -1.05 -3.42  0.108
93 H 1.66 -2.73 -3.00  0.107
94 H 4.69 -2.19 -2.16  0.106
95 H 5.23 -2.32 -3.82  0.117
96 H 3.24 -4.23 -2.50  0.066
97 H 4.93 -4.57 -2.92  0.070
98 H 3.72 -4.28 -4.20  0.086
99 C 4.21 -8.12 0.07  -0.082
100 C 4.00 -8.18 -1.43  -0.278
101 O 4.98 -7.46 -2.17  -0.175
102 C 6.33 -7.89 -2.02  -0.279
103 C 6.57 -9.32 -2.47  -0.082
104 H 4.28 -7.09 0.41  0.082
105 H 3.38 -8.61 0.59  0.077
106 H 5.13 -8.63 0.37  0.066
107 H 3.04 -7.73 -1.67  0.117
108 H 3.95 -9.22 -1.78  0.106
109 H 6.67 -7.74 -0.99  0.106
110 H 6.94 -7.22 -2.64  0.117
111 H 6.04 -10.03 -1.84  0.065
112 H 7.63 -9.56 -2.44  0.076
113 H 6.21 -9.46 -3.50  0.083
114 C 3.44 0.34 4.00  -0.077
115 C 2.83 -0.99 4.41  -0.279
116 O 3.75 -1.86 5.06  -0.165
117 C 4.31 -1.39 6.28  -0.281
118 C 3.28 -1.12 7.36  -0.083
119 H 4.34 0.18 3.40  0.086
120 H 2.73 0.92 3.42  0.040
121 H 3.74 0.93 4.87  0.070
122 H 2.49 -1.51 3.51  0.117
123 H 1.94 -0.84 5.03  0.101
124 H 4.93 -0.51 6.09  0.105
125 H 4.99 -2.18 6.63  0.117
126 H 2.62 -0.30 7.09  0.066
127 H 3.78 -0.86 8.30  0.075
128 H 2.66 -2.00 7.52  0.082

The following is a DFT calculation (ωB97M-V/def2-TZVPD) of a gas-phase ion, C6H12NOS (charge +1) at a distorted geometry.

Kohn-Sham gap   0.3207 hartree
Energy relative to the best compared isomer or geometry (same formula, charge and spin)   55.4 kcal/mol
Total charge   +1

Each line ends with the Löwdin charge.
CARTESIAN COORDINATES (ANGSTROEM)
1 C -0.25 -1.62 0.42  -0.198
2 C -1.53 -1.67 0.09  -0.317
3 C -1.34 0.96 0.10  -0.648
4 C -1.38 0.95 1.57  -0.048
5 C 2.44 0.40 -1.16  -0.075
6 C 1.32 -0.60 -1.06  -0.275
7 N 0.53 -0.47 0.17  -0.066
8 O -1.04 1.98 -0.62  0.107
9 S -2.16 -0.26 -0.84  1.097
10 H -0.03 -2.46 1.10  0.148
11 H -2.22 -2.39 0.36  0.060
12 H -0.56 1.66 1.87  0.123
13 H -1.46 -0.10 2.03  0.130
14 H -2.41 1.30 1.93  0.140
15 H 1.98 1.37 -1.43  0.073
16 H 2.86 0.50 -0.12  0.107
17 H 2.95 0.21 -2.10  0.093
18 H 1.79 -1.62 -1.11  0.130
19 H 0.57 -0.71 -1.98  0.164
20 H 1.07 -0.23 0.91  0.091
21 H -1.12 2.82 -0.14  0.166

The following is a DFT calculation (ωB97M-V/def2-TZVPD) of 4 unconnected molecules or ions with the total composition C3H12O4 at a distorted geometry.

Kohn-Sham gap   0.3315 hartree
Energy relative to the best compared isomer or geometry (same formula, charge and spin)   25.8 kcal/mol
SMILES   C/C=C/O.O.O.O

Each line ends with the Löwdin charge.
CARTESIAN COORDINATES (ANGSTROEM)
1 C -1.29 -1.52 -2.58  -0.116
2 C -0.39 -0.45 -2.00  -0.162
3 C -0.78 0.26 -0.95  -0.225
4 O 0.06 0.84 -0.06  -0.031
5 H -0.78 -2.48 -2.61  0.067
6 H -1.69 -1.19 -3.54  0.066
7 H -2.14 -1.68 -1.91  0.065
8 H 0.53 -0.22 -2.53  0.099
9 H -1.84 0.42 -0.73  0.127
10 H -0.35 1.42 0.63  0.067
11 H 0.00 1.84 2.69  0.007
12 H -0.56 3.42 2.16  0.047
13 O -0.51 2.48 2.18  -0.061
14 H 1.47 -0.63 0.18  0.019
15 H 2.81 -1.39 0.28  0.058
16 O 1.99 -1.22 0.75  -0.051
17 H 1.70 -0.06 2.17  0.017
18 H 0.64 -0.29 3.11  0.066
19 O 1.13 0.46 2.76  -0.058

The following is a DFT calculation (ωB97M-V/def2-TZVPD) of a molecular structure, C33H25Cl3N4O4PTa.

Kohn-Sham gap (alpha / beta)   0.1945 / 0.1944 hartree
Energy relative to the best compared isomer or geometry (same formula, charge and spin)   64.6 kcal/mol
Total charge   +2

Each line ends with the Löwdin charge.
CARTESIAN COORDINATES (ANGSTROEM)
1 Ta -0.35 -0.28 -0.47  1.868
2 C -3.64 2.22 -4.46  -0.040
3 C -4.23 1.04 -4.03  -0.041
4 C -3.48 0.10 -3.34  -0.023
5 C -2.13 0.35 -3.11  -0.289
6 C -1.54 1.53 -3.52  -0.049
7 C -2.30 2.46 -4.21  -0.040
8 N -1.38 -0.62 -2.37  -0.013
9 C -1.28 -1.85 -2.84  -0.189
10 C -1.62 -2.26 -4.17  0.015
11 C -1.46 -3.55 -4.52  0.013
12 C -1.00 -4.56 -3.58  0.000
13 C -0.68 -4.25 -2.31  0.023
14 C -0.81 -2.89 -1.90  -0.174
15 N -0.65 -2.44 -0.68  -0.084
16 N -0.43 -3.26 0.35  0.112
17 C -0.34 -2.54 1.46  -0.309
18 C -0.11 -3.26 2.68  0.013
19 C 0.03 -2.61 3.84  0.030
20 C -0.22 -1.18 3.94  -0.112
21 C -0.49 -0.42 2.66  -0.363
22 N -0.39 -1.16 1.39  -0.067
23 H -4.23 2.95 -4.99  0.120
24 H -5.28 0.85 -4.22  0.120
25 H -3.94 -0.82 -2.99  0.127
26 H -0.49 1.71 -3.33  0.074
27 H -1.84 3.38 -4.54  0.123
28 H -1.94 -1.52 -4.89  0.134
29 H -1.66 -3.86 -5.53  0.133
30 H -0.92 -5.58 -3.93  0.130
31 H -0.34 -4.98 -1.59  0.126
32 H 0.00 -4.33 2.59  0.128
33 H 0.31 -3.14 4.74  0.138
34 H 0.26 -0.64 4.75  0.153
35 H -1.06 1.56 2.26  0.131
36 O -1.28 3.50 -1.15  0.202
37 C -0.80 2.72 -0.41  -0.524
38 O -1.29 1.39 -0.34  -0.268
39 C 0.40 2.95 0.50  -0.170
40 P 0.96 1.33 1.09  1.048
41 C -0.13 1.06 2.54  -0.340
42 C 0.36 1.70 3.81  -0.088
43 C -0.45 1.90 4.85  -0.064
44 C -1.84 1.46 4.89  -0.057
45 C -2.35 0.35 4.32  -0.020
46 C -1.64 -0.71 3.58  -0.108
47 C 2.67 1.27 1.61  -0.365
48 C 3.57 2.29 1.33  -0.068
49 C 4.88 2.18 1.76  -0.040
50 C 5.29 1.05 2.46  -0.039
51 C 4.39 0.03 2.73  -0.048
52 C 3.08 0.13 2.31  -0.080
53 H 0.09 3.59 1.33  0.127
54 H 1.16 3.48 -0.07  0.106
55 H 1.40 2.01 3.87  0.113
56 H -0.07 2.43 5.71  0.123
57 H -2.52 2.06 5.48  0.118
58 H -3.40 0.16 4.46  0.120
59 H -2.27 -1.54 3.27  0.157
60 H 3.27 3.17 0.77  0.109
61 H 5.59 2.97 1.55  0.121
62 H 6.32 0.97 2.80  0.121
63 H 4.71 -0.85 3.28  0.118
64 H 2.38 -0.67 2.53  0.105
65 Cl 1.98 1.19 -4.55  0.692
66 C 2.69 0.07 -3.38  -1.515
67 Cl 2.26 -1.59 -3.81  0.667
68 Cl 4.43 0.25 -3.32  0.702
69 C 2.13 0.48 -2.00  -0.687
70 O 2.37 1.52 -1.47  0.089
71 O 1.28 -0.44 -1.46  -0.276

- Which formula does entry 3 have?
  C3H12O4